Record 1
153
Properties=species:S:1:pos:R:3 method="wB97M-V/def2-TZVPD" spin_multiplicity=2 e_lumo_ev="-12.8 / -14.4" total_charge=+6
C -3.253 -4.149 -1.432
C -3.481 -2.777 -0.837
C -2.902 -2.543 0.604
C -3.800 -3.164 1.792
N -3.160 -2.722 3.108
C -3.251 -1.135 3.352
C -3.793 -0.947 4.825
C -3.872 -2.361 5.502
C -3.944 -3.360 4.348
C -1.662 -3.126 3.317
C -1.416 -4.627 3.013
C -0.098 -5.206 3.320
H -3.828 -4.763 -0.738
H -2.210 -4.455 -1.351
H -3.634 -4.128 -2.453
H -4.568 -2.709 -0.794
H -3.107 -1.944 -1.432
H -2.676 -1.511 0.870
H -1.869 -2.888 0.558
H -3.836 -4.248 1.894
H -4.830 -2.808 1.778
H -2.292 -0.666 3.134
H -3.918 -0.727 2.593
H -3.124 -0.316 5.409
H -4.790 -0.516 4.923
H -3.104 -2.561 6.249
H -4.771 -2.296 6.116
H -3.565 -4.349 4.608
H -4.944 -3.517 3.944
H -1.427 -2.909 4.359
H -1.054 -2.516 2.648
H -1.655 -4.840 1.971
H -2.226 -5.232 3.419
H -0.047 -6.268 3.079
H 0.160 -5.275 4.377
H 0.737 -4.790 2.757
C 3.578 3.696 4.150
C 2.740 2.968 5.257
C 2.899 1.462 5.187
O 2.133 0.860 6.274
C 1.710 -0.496 5.989
N 3.150 3.574 6.660
H 3.249 4.553 6.435
H 2.397 3.490 7.328
H 3.936 3.134 7.117
H 2.966 4.552 3.867
H 3.584 3.022 3.294
H 4.595 3.952 4.447
H 1.673 3.189 5.307
H 3.937 1.137 5.113
H 2.339 1.208 4.288
H 0.709 -0.567 6.416
H 2.276 -1.236 6.555
H 1.588 -0.648 4.917
C 0.967 1.834 -1.912
N 0.120 1.313 -2.993
C -0.991 0.541 -2.762
C -1.662 0.013 -3.844
C -1.254 0.228 -5.187
C -0.139 1.111 -5.365
C 0.553 1.630 -4.285
C -1.853 -0.531 -6.270
C -2.456 0.061 -7.390
C -2.943 -0.662 -8.417
N -2.806 -2.027 -8.387
C -2.324 -2.673 -7.293
C -1.801 -1.956 -6.239
C -3.222 -2.798 -9.640
H 1.723 1.053 -1.832
H 0.370 1.947 -1.007
H 1.352 2.803 -2.229
H -1.175 0.497 -1.699
H -2.489 -0.661 -3.679
H 0.300 1.250 -6.342
H 1.433 2.233 -4.451
H -2.539 1.137 -7.443
H -3.283 -0.202 -9.333
H -2.186 -3.743 -7.340
H -1.420 -2.490 -5.381
H -3.311 -3.850 -9.370
H -2.388 -2.704 -10.335
H -4.221 -2.497 -9.958
C 2.837 -3.778 1.077
N 3.896 -3.894 0.001
C 3.780 -3.031 -0.966
C 4.740 -2.979 -2.016
C 5.916 -3.795 -1.872
C 6.006 -4.746 -0.871
C 4.941 -4.715 0.065
C 6.874 -3.897 -3.031
C 6.374 -4.134 -4.300
C 7.321 -4.319 -5.264
N 8.664 -4.278 -5.094
C 9.187 -3.864 -3.958
C 8.284 -3.654 -2.884
C 9.523 -4.602 -6.229
H 1.857 -3.516 0.678
H 3.048 -3.001 1.811
H 2.760 -4.686 1.675
H 2.857 -2.470 -0.991
H 4.693 -2.327 -2.876
H 6.784 -5.484 -0.745
H 4.910 -5.276 0.987
H 5.320 -4.322 -4.444
H 7.028 -4.603 -6.264
H 10.256 -4.010 -3.907
H 8.719 -3.527 -1.904
H 10.439 -4.015 -6.163
H 8.931 -4.247 -7.072
H 9.636 -5.684 -6.308
C -3.294 2.196 1.244
N -3.336 3.605 1.105
C -3.879 4.368 2.075
C -3.736 5.758 2.047
C -3.148 6.396 0.965
C -2.618 5.585 -0.025
C -2.727 4.181 0.079
C -3.001 7.871 0.881
C -1.912 8.495 0.164
C -1.941 9.877 0.110
N -2.842 10.600 0.765
C -3.893 10.078 1.416
C -3.920 8.685 1.501
C -2.552 12.043 0.973
H -2.282 1.799 1.182
H -3.859 1.714 0.446
H -3.680 1.969 2.238
H -4.297 3.936 2.972
H -4.183 6.242 2.903
H -2.219 5.956 -0.958
H -2.312 3.414 -0.557
H -1.215 7.974 -0.474
H -1.218 10.546 -0.331
H -4.532 10.828 1.857
H -4.667 8.395 2.226
H -3.230 12.453 1.722
H -2.611 12.527 -0.001
H -1.538 12.122 1.364
O -1.038 1.099 4.754
C -1.559 2.201 4.259
O -2.614 2.653 4.757
O -0.824 2.760 3.423
H -0.264 1.183 4.192
O 0.295 0.943 1.025
C 0.921 -0.160 1.098
O 1.048 -0.592 2.250
O 1.331 -0.826 0.138
H 0.190 0.806 1.969
O -0.395 -2.263 -1.666
C 0.154 -2.839 -2.685
O 1.323 -2.611 -2.912
O -0.498 -3.561 -3.441
H 0.384 -1.909 -1.231

=====

Record 2
11
Properties=species:S:1:pos:R:3 method="wB97M-V/def2-TZVPD" smiles="[H]/N=C/N(S)/C=N/[H]" e_lumo_ev=0.6 de_lowest_kcal_mol=78.9
C 1.038 0.825 0.271
C -1.065 -0.247 0.304
H -0.729 -1.416 -1.832
H 0.394 1.338 1.269
H 2.997 1.516 0.369
H -1.090 0.184 1.330
H -2.452 -1.525 0.934
N 0.120 0.121 -0.505
N 2.250 0.950 -0.107
N -1.785 -1.346 0.044
S 0.322 -0.399 -2.076

=====

Record 3
96
Properties=species:S:1:pos:R:3 method="wB97M-V/def2-TZVPD" smiles=CC(C)O.CC(C)O.CC(C)O.CC(C)O.CC(C)O.CC(C)O.CC(C)O.CC(C)O e_lumo_ev=0.4 de_lowest_kcal_mol=273.0
C 4.996 3.262 1.907
C 4.180 1.971 1.661
C 4.815 0.727 2.296
O 3.014 2.242 2.071
H 6.062 3.094 1.410
H 5.228 3.413 2.934
H 4.471 4.060 1.424
H 4.052 1.762 0.669
H 4.511 -0.354 1.952
H 4.836 0.804 3.304
H 5.908 0.942 1.983
H 2.416 1.536 1.658
C -0.579 -3.372 -1.748
C -1.604 -4.053 -2.640
C -2.612 -3.169 -3.222
O -1.017 -4.766 -3.673
H -0.871 -2.828 -0.811
H -0.188 -2.419 -2.271
H 0.405 -3.849 -1.548
H -2.080 -4.897 -1.994
H -3.149 -2.653 -2.507
H -3.306 -3.748 -3.896
H -2.155 -2.669 -3.811
H -1.616 -5.362 -4.251
C 1.482 4.895 -3.907
C 2.262 3.647 -4.577
C 1.326 2.588 -5.198
O 3.191 4.010 -5.568
H 0.634 4.672 -3.376
H 1.154 5.588 -4.729
H 2.150 5.508 -3.237
H 2.661 3.168 -3.721
H 1.762 1.722 -5.577
H 0.783 2.932 -5.927
H 0.621 2.209 -4.496
H 3.636 3.187 -5.927
C -0.562 0.964 -1.620
C -0.306 1.709 -0.272
C -1.194 1.219 0.702
O 0.991 1.152 0.187
H -1.733 1.243 -1.898
H -0.643 -0.102 -1.531
H 0.145 1.311 -2.358
H -0.435 2.780 -0.424
H -1.129 0.055 0.740
H -2.188 1.350 0.355
H -0.832 1.887 1.516
H 1.600 1.103 -0.478
C -5.871 -2.770 0.445
C -4.917 -2.031 1.358
C -3.814 -1.249 0.555
O -5.683 -1.017 2.157
H -6.730 -3.067 0.965
H -5.582 -3.576 -0.095
H -6.225 -2.241 -0.467
H -4.446 -2.432 2.241
H -3.464 -0.598 1.412
H -4.324 -0.644 -0.274
H -3.043 -1.879 0.105
H -6.338 -1.418 2.749
C -1.259 -4.066 2.014
C 0.187 -3.357 2.262
C -0.055 -2.083 3.083
O 0.981 -4.297 2.820
H -1.977 -3.948 2.887
H -1.125 -5.160 1.937
H -1.775 -3.715 1.172
H 0.343 -3.137 1.295
H 0.952 -1.657 3.223
H -0.401 -2.266 4.108
H -0.900 -1.523 2.807
H 1.852 -3.945 2.792
C 2.616 -1.359 -1.088
C 3.145 -0.417 -2.350
C 2.474 -0.646 -3.705
O 3.107 0.901 -1.948
H 2.622 -2.432 -1.487
H 1.587 -1.037 -0.842
H 3.440 -1.341 -0.133
H 4.418 -0.590 -2.566
H 3.020 -0.332 -4.573
H 1.409 -0.361 -3.572
H 2.158 -1.725 -3.968
H 3.976 1.149 -1.439
C -2.826 2.340 3.781
C -1.564 2.282 4.723
C -1.059 3.586 5.206
O -1.932 1.513 5.891
H -2.598 2.705 2.631
H -3.682 2.858 4.228
H -3.086 1.353 3.653
H -0.760 1.963 4.253
H -1.900 4.136 5.739
H -0.906 4.184 4.390
H -0.103 3.599 5.686
H -1.056 1.305 6.339